{
  "formula": "C16H29I2N2O3",
  "method": "ωB97M-V with the def2-TZVPD basis set",
  "lumo_energy_ev": -4.2,
  "total_charge": 1,
  "homo_lumo_gap_ev": 6.953,
  "e_homo_ha": -0.4099,
  "species": ["I", "I", "O", "O", "O", "N", "N", "C", "C", "C", "C", "C", "C", "C", "C", "C", "C", "C", "C", "C", "C", "C", "C", "H", "H", "H", "H", "H", "H", "H", "H", "H", "H", "H", "H", "H", "H", "H", "H", "H", "H", "H", "H", "H", "H", "H", "H", "H", "H", "H", "H", "H"],
  "positions_angstrom": [[-0.44, 2.55, 3.65], [-7.01, -2.48, 0.78], [3.79, -1.54, 1.79], [5.56, -1.73, -2.33], [-5.91, 2.18, 0.29], [-0.65, -0.26, 0.57], [-0.77, 1.19, 2.16], [-3.03, -0.85, 0.11], [-4.28, -1.16, 0.99], [2.66, -0.91, -0.30], [6.74, -3.77, -2.11], [1.55, 0.65, 1.47], [-5.74, 3.38, 0.36], [7.59, -1.83, -3.56], [3.93, -1.41, 0.37], [-2.11, 0.84, 1.87], [0.05, 0.54, 1.39], [-1.99, -0.05, 0.88], [-5.57, -1.00, 0.12], [2.26, 0.53, 0.09], [6.53, -2.38, -2.64], [-6.70, 4.35, -0.26], [-4.54, 3.96, 1.08], [-7.13, 5.00, 0.51], [2.88, -0.89, -1.38], [4.12, -2.42, -0.03], [-3.27, -0.29, -0.80], [-4.37, -0.43, 1.81], [-3.03, 1.17, 2.34], [1.69, 1.03, -0.71], [-3.93, 3.15, 1.47], [4.65, -1.60, 2.21], [-4.87, 4.59, 1.90], [7.31, -0.82, -3.87], [1.86, 1.55, 2.01], [-4.21, -2.19, 1.36], [5.91, -4.04, -1.46], [1.80, -1.59, -0.18], [8.55, -1.78, -3.05], [6.79, -4.48, -2.93], [-5.34, -1.25, -0.92], [3.20, 1.11, 0.17], [-2.62, -1.82, -0.20], [-6.20, 4.95, -1.01], [-7.51, 3.80, -0.73], [1.89, -0.20, 2.10], [7.67, -3.82, -1.53], [4.79, -0.77, 0.12], [7.67, -2.45, -4.45], [-3.94, 4.55, 0.38], [-5.99, 0.00, 0.21], [-0.27, -0.88, -0.13]]
}